Molecular formula: C5H11NO2
Method: DFT, wB97M-V/def2-TZVPD

```
! RIJCOSX wB97M-V def2-TZVPD def2/J DEFGRID3
* xyz 0 1
H -0.874 -2.079 1.032
H -1.686 -0.563 1.349
H -1.369 -0.354 -3.142
H -0.609 0.221 -0.932
C 0.469 -0.474 1.377
O 2.288 5.063 1.321
H -2.129 -2.408 -1.233
C -1.700 -1.463 -1.541
N -1.999 -1.102 -2.883
H 1.460 -1.904 -0.041
H 1.454 5.519 1.439
C -1.014 -0.756 -0.666
H 0.576 0.590 1.127
H 2.963 5.612 0.922
H 0.380 -0.584 2.455
C 1.633 -1.249 0.833
O 2.755 -1.204 1.267
H -1.736 -1.845 -3.490
C -0.862 -1.018 0.805
*
```

Summary:
Relative energy (zero: lowest compared OMol25 entry of this formula, charge and spin) (kJ/mol): 191.67
Structure (SMILES): N/C=C/CCC=O.O
Max |F| (eV/A): 1.26
HOMO level (eV): -8.65
Lowest unoccupied orbital energy (eV): 0.91
HOMO-LUMO gap (eV): 9.559